A cluster of 11 separate species, C13H48O16 in total, computed with ωB97M-V/def2-TZVPD.

Properties
**Orbital gap**: 9.63 eV

Each line ends with the Löwdin charge.
Atoms and positions in Å:
1 O 4.233 -2.608 -0.151  -0.0804
2 C 3.930 -3.034 1.172  -0.1812
3 C 2.961 -2.098 1.995  -0.1788
4 O 1.749 -1.888 1.280  -0.0986
5 H 4.565 -1.710 -0.078  0.0544
6 H 3.451 -4.000 1.016  0.1239
7 H 4.877 -3.204 1.684  0.1182
8 H 3.318 -1.087 2.193  0.1173
9 H 2.700 -2.521 2.965  0.1178
10 H 1.251 -2.704 1.367  0.1174
11 O -2.949 3.300 -2.647  -0.0283
12 C -2.023 2.427 -3.129  -0.2897
13 C -0.741 3.045 -3.774  -0.2056
14 O -1.078 3.643 -5.049  -0.0792
15 H -2.601 3.705 -1.849  0.0679
16 H -1.694 1.706 -2.381  0.0925
17 H -2.519 1.868 -3.923  0.1161
18 H -0.002 2.298 -4.062  0.1113
19 H -0.241 3.760 -3.121  0.1027
20 H -0.243 3.947 -5.411  0.0724
21 O 5.028 0.297 0.201  -0.0738
22 C 4.282 1.191 -0.602  -0.2116
23 C 2.720 1.045 -0.486  -0.1905
24 O 2.252 -0.220 -0.991  -0.0592
25 H 5.928 0.315 -0.131  0.0999
26 H 4.656 2.193 -0.393  0.1120
27 H 4.581 1.028 -1.637  0.1182
28 H 2.181 1.839 -1.003  0.0979
29 H 2.394 1.178 0.545  0.1086
30 H 2.431 -0.791 -0.241  0.0233
31 O -0.025 1.511 5.505  -0.0886
32 C -1.074 0.614 5.156  -0.2217
33 C -0.363 -0.268 4.146  -0.2640
34 O 0.383 -1.303 4.724  -0.0419
35 H -0.538 2.101 6.062  0.0790
36 H -1.325 0.223 6.142  0.1195
37 H -1.960 1.180 4.870  0.1166
38 H 0.217 0.338 3.451  0.1108
39 H -1.163 -0.740 3.576  0.1081
40 H 1.201 -0.883 5.001  0.0861
41 O 0.818 4.113 2.052  -0.0606
42 C 0.008 3.047 1.519  -0.2057
43 C -0.172 3.227 0.001  -0.2601
44 O -1.068 4.258 -0.300  -0.0443
45 H 1.560 4.175 1.446  0.0714
46 H 0.387 2.046 1.725  0.0889
47 H -0.939 3.087 2.058  0.1280
48 H -0.528 2.270 -0.379  0.1104
49 H 0.746 3.384 -0.565  0.1027
50 H -0.554 5.016 -0.011  0.0958
51 C -4.543 0.096 -1.912  -0.1011
52 O -4.514 -1.337 -2.017  -0.1446
53 H -5.514 0.470 -1.586  0.0879
54 H -3.846 0.442 -1.149  0.0627
55 H -4.282 0.471 -2.901  0.0780
56 H -5.316 -1.628 -2.457  0.0886
57 C 1.724 -3.392 -2.850  -0.1452
58 O 2.604 -4.003 -1.910  -0.1322
59 H 1.118 -4.208 -3.243  0.0773
60 H 1.146 -2.617 -2.347  0.0548
61 H 2.292 -2.949 -3.668  0.0718
62 H 2.997 -3.364 -1.311  0.0124
63 C -1.268 -1.108 -0.342  -0.1300
64 O -0.782 -0.633 0.872  -0.1471
65 H -0.552 -1.652 -0.958  0.0772
66 H -2.084 -1.774 -0.064  0.0788
67 H -1.734 -0.298 -0.904  0.0592
68 H 0.127 -0.874 1.068  0.0436
69 O -4.251 -3.661 -0.654  -0.0525
70 H -4.959 -3.454 -0.044  0.0485
71 H -4.294 -2.970 -1.315  -0.0119
72 O -3.085 0.673 1.696  -0.0511
73 H -3.795 0.039 1.790  0.0343
74 H -2.318 0.144 1.478  -0.0292
75 O -1.655 -4.453 -1.478  -0.0586
76 H -1.713 -3.919 -2.270  0.0246
77 H -2.511 -4.357 -1.060  -0.0212